No. 1
Molecular formula: C59H64F6IN4O4P2S
Method: DFT, ωB97M-V with the def2-TZVPD basis set

XYZ file:
```
141
Properties=species:S:1:pos:R:3:mulliken_charge:R:1
C 4.59150 -3.73777 -1.25100 -1.372
C 3.36557 -2.97378 -0.83693 0.368
O 2.67372 -2.44783 -1.94242 -0.334
C 2.15061 -1.14687 -1.80342 0.075
C 0.72074 -1.05248 -2.29696 -0.512
C 0.15469 0.34227 -2.00798 -0.510
C -1.35217 0.36762 -1.68786 -1.093
C -1.78516 0.71956 -0.23942 -1.261
C -1.14302 -0.09220 0.82646 -0.019
N -1.58805 -1.26988 1.27999 1.346
C -2.79061 -1.91119 0.81437 -0.309
C -3.82783 -2.11658 1.69869 -0.442
C -4.95819 -2.73289 1.20576 -0.674
C -4.99483 -3.10015 -0.12032 -0.567
C -3.89614 -2.84404 -0.91792 -0.564
N -2.79799 -2.24824 -0.45746 -0.279
C -0.76105 -1.75809 2.29248 -0.339
P -1.23338 -3.45218 2.95872 0.145
O -0.03128 -4.29150 2.22505 -0.387
I -0.49514 -3.58414 5.23945 -0.013
C 0.19962 -0.80709 2.46236 0.073
P 1.56028 -0.80357 3.66534 0.393
O 2.73931 -0.03467 2.91643 -0.404
O 2.00710 -2.32014 3.69692 -0.334
S 1.09864 -0.02560 5.32321 -0.324
N -0.06875 0.22333 1.55566 1.790
C 0.60579 1.52916 1.47101 -1.895
C 0.14173 2.41795 2.60541 0.450
C 0.73768 3.82128 2.61766 -1.399
C 2.21217 3.96283 2.27034 -0.664
N 3.10234 3.70191 3.38404 0.611
C 4.24949 2.94938 3.29455 -0.630
C 4.85488 2.93496 4.50683 -0.886
C 4.05369 3.69955 5.37810 -0.928
C 2.98903 4.17046 4.66768 -0.357
H 5.41012 -3.07589 -1.51351 0.398
H 4.36568 -4.41246 -2.06595 0.343
H 4.92295 -4.32986 -0.40410 0.272
H 3.65922 -2.15878 -0.16468 0.039
H 2.70802 -3.64981 -0.28929 0.134
H 2.18516 -0.82035 -0.75700 -0.189
H 2.76304 -0.45421 -2.38423 0.225
H 0.13045 -1.81838 -1.79341 0.131
H 0.70670 -1.26058 -3.35858 0.251
H 0.30515 0.95613 -2.88841 0.682
H 0.75827 0.78936 -1.22907 0.158
H -1.81441 1.11246 -2.32670 0.494
H -1.79356 -0.58022 -1.95905 0.303
H -2.85230 0.54072 -0.15278 0.497
H -1.62247 1.77281 -0.05111 0.725
H -3.75835 -1.79204 2.72224 0.688
H -5.79467 -2.92028 1.85696 0.471
H -5.85855 -3.58258 -0.54216 0.445
H -3.89639 -3.12970 -1.95624 0.484
H 0.02873 -4.04590 1.29272 0.317
H 3.08043 -0.47660 2.12551 0.279
H 2.43466 -2.64048 2.89253 0.339
H 1.67042 1.36940 1.49134 0.416
H 0.36371 1.97475 0.51681 0.517
H -0.93686 2.52362 2.47900 -0.321
H 0.27028 1.91331 3.55701 0.182
H 0.61687 4.19130 3.62995 0.442
H 0.16260 4.49289 1.98889 0.499
H 2.37131 4.97988 1.91780 0.273
H 2.52816 3.31346 1.46049 0.527
H 4.50494 2.49629 2.35563 0.664
H 5.77621 2.43813 4.73875 0.628
H 4.25343 3.89001 6.41494 0.482
H 2.17696 4.78692 4.99756 0.437
F 3.69904 -6.33176 0.11091 -0.290
C 4.53722 -7.06354 0.88607 0.449
C 4.40304 -6.98312 2.25624 -0.537
C 5.26525 -7.73033 3.04577 -0.318
C 6.23678 -8.53032 2.46064 -0.595
C 6.34757 -8.58697 1.07831 -0.313
C 5.49021 -7.84975 0.27412 -0.443
H 3.63899 -6.34987 2.68817 0.513
H 5.17481 -7.68727 4.12250 0.359
H 6.90615 -9.10942 3.08125 0.380
H 7.10495 -9.20784 0.62013 0.365
H 5.55306 -7.88226 -0.80506 0.426
F -3.69711 3.94867 1.76058 -0.376
C -4.13152 3.53649 2.97448 0.403
C -4.38777 4.47354 3.95223 -0.571
C -4.82805 4.03704 5.19324 -0.485
C -4.99843 2.68077 5.43937 -0.654
C -4.73071 1.75647 4.43938 -0.399
C -4.29677 2.18438 3.19250 -0.293
H -4.24688 5.52518 3.74143 0.493
H -5.04382 4.75770 5.96790 0.458
H -5.34134 2.34687 6.40869 0.431
H -4.86018 0.69921 4.62899 0.425
H -4.09045 1.48231 2.39345 0.553
F -7.27089 5.86511 6.13784 -0.320
C -7.91424 6.17728 4.99004 0.344
C -7.98587 5.23287 3.98548 -0.235
C -8.65214 5.55873 2.81321 -0.445
C -9.22330 6.81347 2.65492 -0.526
C -9.13091 7.74600 3.67818 -0.302
C -8.47533 7.43078 4.85929 -0.508
H -7.52888 4.26175 4.12050 0.481
H -8.72341 4.82659 2.02026 0.359
H -9.73948 7.06324 1.73836 0.381
H -9.57283 8.72582 3.56070 0.363
H -8.40050 8.14031 5.67212 0.425
F 0.51753 0.22323 -5.22726 -0.184
C 0.64767 -0.26396 -6.49192 0.575
C -0.49276 -0.55724 -7.20810 -0.565
C -0.34962 -1.04962 -8.49733 -0.203
C 0.91419 -1.24259 -9.03687 -0.769
C 2.04246 -0.94089 -8.28778 -0.298
C 1.91632 -0.44201 -6.99912 -0.516
H -1.46688 -0.40153 -6.76437 0.421
H -1.22830 -1.28400 -9.08021 0.357
H 1.01859 -1.62908 -10.04096 0.387
H 3.02800 -1.09308 -8.70569 0.369
H 2.78051 -0.19288 -6.39838 0.421
F -1.88400 -3.79918 -9.22155 -0.309
C -3.22258 -3.97456 -9.27202 0.475
C -3.87869 -4.39813 -8.13464 -0.527
C -5.25385 -4.57290 -8.19309 -0.241
C -5.94383 -4.32894 -9.37219 -0.580
C -5.25578 -3.90550 -10.50061 -0.276
C -3.88133 -3.72200 -10.45756 -0.459
H -3.31729 -4.58885 -7.23016 0.422
H -5.78760 -4.90354 -7.31239 0.350
H -7.01486 -4.47048 -9.41233 0.377
H -5.78925 -3.71871 -11.42239 0.359
H -3.32473 -3.39050 -11.32346 0.417
F 6.50988 5.31765 -0.90995 -0.317
C 7.25504 4.66532 0.00837 0.525
C 6.72603 4.46170 1.26591 -0.676
C 7.48497 3.78313 2.20807 -0.183
C 8.75666 3.33118 1.88175 -0.735
C 9.26843 3.55607 0.61131 -0.240
C 8.51517 4.22654 -0.34324 -0.545
H 5.73578 4.82956 1.50205 0.537
H 7.07642 3.61415 3.19245 0.460
H 9.34897 2.80393 2.61724 0.392
H 10.26074 3.20863 0.35824 0.369
H 8.89085 4.40826 -1.34072 0.426
```

Properties
total charge	+1
strongest force on any atom	0.0168	hartree/bohr
E_tot	-130186.672	eV
HOMO	-10.064	eV
2S+1	1
LUMO energy	-2.76	eV
HOMO-LUMO gap	7.3	eV

***

No. 2
Molecular formula: C59H88BBiN2O4P5
Method: DFT, ωB97M-V with the def2-TZVPD basis set

XYZ file:
```
160
Properties=species:S:1:pos:R:3:mulliken_charge:R:1
Bi -0.15073 -0.48589 0.26553 4.017
C 1.12650 -2.57793 4.24393 -1.898
C 1.99111 -1.44516 3.67819 2.291
C 2.83819 -0.84320 4.79866 -1.654
C 2.94580 -1.97745 2.59515 -1.501
P 0.89552 -0.18674 2.81710 -0.065
C 2.07532 1.17735 2.36036 -0.523
N 2.63896 0.88055 1.05260 0.950
B 1.92569 0.40829 -0.09340 0.408
N 2.87833 0.21485 -1.12985 0.607
C 2.72813 -0.27981 -2.49184 -2.844
P 0.94707 -0.50459 -2.97921 0.776
C 0.67426 1.02266 -4.04483 2.459
C 1.24523 0.99394 -5.46217 -1.905
C 1.29000 2.21165 -3.28892 -2.040
C -0.84135 1.24873 -4.11650 -1.472
C 1.05362 -2.04644 -4.04857 2.040
C 1.30371 -3.21619 -3.08320 -2.106
C -0.33748 -2.23151 -4.67272 -1.487
C 2.14215 -2.06674 -5.13202 -1.737
C 4.14145 0.51951 -0.60839 0.775
C 5.39518 0.41255 -1.19048 -0.759
C 6.50609 0.71404 -0.41196 -1.039
C 6.36677 1.12089 0.91524 -1.212
C 5.10945 1.24760 1.49788 -0.433
C 3.99931 0.93990 0.72612 -0.640
C -0.41389 0.52641 3.92242 2.587
C 0.05926 0.78635 5.35705 -2.020
C -0.88061 1.84586 3.30727 -2.570
C -1.57923 -0.47651 3.91444 -1.562
H 1.79099 -3.37480 4.59824 0.472
H 0.45782 -3.00137 3.49561 0.205
H 0.53282 -2.24105 5.09695 0.280
H 3.47942 -1.64515 5.17748 0.566
H 2.24907 -0.47725 5.63596 0.360
H 3.49905 -0.04473 4.45403 0.204
H 3.60705 -2.71613 3.06031 0.757
H 3.57603 -1.18867 2.17909 -0.095
H 2.41714 -2.46923 1.78312 -0.069
H 2.86225 1.26593 3.10101 0.363
H 1.52397 2.11482 2.34141 -1.016
H 3.24650 -1.23325 -2.59773 1.126
H 3.20273 0.42131 -3.17840 0.912
H 2.30479 0.73214 -5.47895 0.278
H 1.14661 1.99617 -5.89224 0.470
H 0.70317 0.30310 -6.10967 0.351
H 2.36274 2.30862 -3.47638 0.522
H 1.14482 2.13571 -2.20756 -0.482
H 0.81380 3.13701 -3.63258 0.809
H -1.38372 0.36007 -4.45500 0.293
H -1.05537 2.05994 -4.82178 0.601
H -1.24485 1.54079 -3.14238 -0.350
H 0.66338 -3.16971 -2.20256 -0.034
H 2.34184 -3.24912 -2.74001 0.419
H 1.10080 -4.15797 -3.60571 0.764
H -1.12341 -2.17806 -3.91035 -0.279
H -0.39899 -3.21248 -5.15819 0.618
H -0.54638 -1.47221 -5.43212 0.353
H 3.04780 -1.53299 -4.83496 0.176
H 1.79387 -1.64747 -6.07377 0.339
H 2.42784 -3.10524 -5.32300 0.561
H 5.51463 0.09942 -2.22231 0.574
H 7.49716 0.62934 -0.84228 0.419
H 7.24988 1.33324 1.50564 0.445
H 5.01086 1.57734 2.52878 0.430
H 0.99644 1.34730 5.39031 0.347
H 0.17939 -0.13907 5.92170 0.356
H -0.70145 1.38625 5.86492 0.515
H -0.16720 2.65576 3.47014 0.316
H -1.82466 2.13041 3.78226 0.901
H -1.07106 1.77014 2.23281 0.308
H -1.28242 -1.46877 4.25931 0.361
H -1.99998 -0.59491 2.91279 -0.017
H -2.37570 -0.10459 4.56831 0.614
C -2.57369 3.99866 -1.31769 -1.890
C -3.36381 3.40039 -0.13720 -1.663
P -3.02424 1.59566 0.07019 2.466
C -4.10929 1.14722 1.48074 0.354
C -4.53061 -0.18019 1.59326 -0.798
C -5.29340 -0.59296 2.67517 -0.491
C -5.63962 0.31554 3.67101 -0.730
C -5.21661 1.63214 3.57525 -0.561
C -4.44709 2.04456 2.49109 -0.764
C -4.00462 0.89849 -1.32212 -0.305
C -3.37939 0.06180 -2.23847 0.610
C -4.09867 -0.52606 -3.27466 -0.403
C -5.45635 -0.27822 -3.39853 -0.832
C -6.09580 0.55465 -2.48220 -0.932
C -5.37606 1.13573 -1.45092 -0.570
C -1.05239 3.77600 -1.26045 0.843
P -0.34612 4.21063 0.39320 0.817
C 1.46886 4.04543 0.14113 1.138
C 2.23977 4.03911 1.30898 -1.597
C 3.61437 3.85470 1.26448 -0.570
C 4.24715 3.65337 0.04280 -0.514
C 3.49960 3.68032 -1.12624 -1.138
C 2.12192 3.88050 -1.07816 -0.192
C -0.59005 6.03646 0.37418 0.471
C -1.35465 6.61026 1.38657 -0.359
C -1.53784 7.98855 1.44577 -0.651
C -0.95269 8.80511 0.49093 -0.540
C -0.19304 8.24306 -0.53050 -0.699
C -0.01379 6.86824 -0.58841 -0.379
H -2.76894 5.07253 -1.35682 0.578
H -2.95346 3.57123 -2.25083 0.444
H -4.43414 3.55697 -0.27371 0.812
H -3.06155 3.89807 0.78809 0.449
H -4.25926 -0.89883 0.82456 0.325
H -5.61776 -1.62441 2.74395 0.448
H -6.23499 -0.00397 4.51778 0.385
H -5.48921 2.34598 4.34327 0.453
H -4.12000 3.07661 2.43950 0.336
H -2.31910 -0.14154 -2.13741 -0.020
H -3.60128 -1.18247 -3.98237 0.462
H -6.02031 -0.74215 -4.19919 0.441
H -7.15976 0.74510 -2.57193 0.435
H -5.88818 1.75919 -0.72751 0.394
H -0.57473 4.35372 -2.05425 0.925
H -0.81546 2.72286 -1.42761 -1.219
H 1.74883 4.19618 2.26750 0.501
H 4.19526 3.86690 2.18128 0.550
H 5.31542 3.46933 0.00491 0.648
H 3.98941 3.55406 -2.08662 0.485
H 1.56910 3.90844 -2.00882 0.749
H -1.80777 5.97315 2.14005 0.312
H -2.13247 8.42304 2.24067 0.399
H -1.08279 9.87996 0.53976 0.391
H 0.26691 8.87803 -1.27933 0.419
H 0.59025 6.44323 -1.38301 0.225
C -2.61918 -3.16392 -1.21628 -0.342
C -2.12832 -4.57336 -0.91079 1.577
C -2.04625 -5.38888 -2.18588 -1.820
C -3.01766 -5.25504 0.12052 -1.903
O -0.74452 -4.53821 -0.41441 1.053
P -0.15991 -3.61677 0.72363 -0.513
O -1.14857 -3.07250 1.68290 -0.725
O 0.64979 -2.47616 0.01576 -2.020
O 0.95901 -4.49015 1.40636 0.279
C 1.40737 -5.88340 1.29540 1.728
C 1.91429 -6.18316 -0.11005 -1.473
C 0.26995 -6.80835 1.70510 -1.473
C 2.55482 -5.97539 2.28685 -1.543
H -3.63332 -3.20260 -1.61377 0.967
H -1.97024 -2.69572 -1.96409 -0.530
H -2.61690 -2.55218 -0.31016 -0.348
H -3.04948 -5.54039 -2.59162 0.429
H -1.59843 -6.36638 -1.98380 0.393
H -1.43604 -4.87435 -2.93403 0.169
H -4.06216 -5.19460 -0.19121 0.509
H -2.91006 -4.76249 1.09144 0.235
H -2.75289 -6.30994 0.22236 0.424
H 1.12404 -6.07052 -0.84954 0.125
H 2.28886 -7.20828 -0.14807 0.525
H 2.73218 -5.50104 -0.36450 0.328
H -0.53353 -6.78820 0.96380 0.119
H -0.13988 -6.48797 2.66693 0.292
H 0.63238 -7.83341 1.80163 0.543
H 3.33171 -5.24724 2.03700 0.306
H 2.98554 -6.97680 2.25504 0.487
H 2.19828 -5.77651 3.30227 0.266
```

Properties
total charge	+1
strongest force on any atom	0.0135	hartree/bohr
E_tot	-126744.757	eV
HOMO	-10.106	eV
2S+1	1
LUMO energy	-2.41	eV
HOMO-LUMO gap	7.7	eV